Entry 1:
The following is a quantum chemistry calculation of a structure of composition C42H30MnN5P2STe, from the OMol25 dataset.

## Properties
Charge: +1
2S+1: 6
E_HOMO (spin up / spin down) in eV: -9.32 / -9.42
Kohn-Sham gap (spin up / spin down) in eV: 5.57 / 5.51
<S²>: 8.761
Lowest unoccupied orbital energy (spin up / spin down) in Eh: -0.1379 / -0.1434

Last column: Mulliken spin population.
Positions of all 82 atoms, in Å:
Mn1 0.044 -0.019 0.035  4.71
Te1 0.093 5.102 -0.350  0.01
C1 -1.834 5.836 0.201  0.00
C2 -2.581 6.559 -0.719  0.00
C3 -3.859 6.975 -0.369  0.00
N1 -4.424 6.708 0.807  0.00
C4 -3.694 6.030 1.691  0.00
C5 -2.402 5.585 1.440  0.00
C6 -0.181 3.059 -0.042  -0.02
P1 0.628 2.143 1.244  -0.02
C7 1.053 3.299 2.576  0.04
C8 0.100 3.744 3.488  0.00
C9 0.445 4.678 4.452  0.00
C10 1.743 5.170 4.513  0.00
C11 2.699 4.720 3.614  0.00
C12 2.357 3.783 2.652  0.00
C13 -0.716 1.147 2.097  0.01
C14 -2.080 1.360 1.883  0.04
C15 -3.027 0.624 2.586  0.00
C16 -2.623 -0.338 3.503  0.01
C17 -1.270 -0.577 3.710  0.01
C18 -0.324 0.154 3.005  0.06
P2 -0.630 1.967 -1.327  0.08
C19 -2.308 2.292 -1.940  -0.02
C20 -3.199 3.071 -1.210  0.00
C21 -4.489 3.292 -1.676  0.00
C22 -4.898 2.728 -2.874  0.00
C23 -4.014 1.948 -3.611  0.00
C24 -2.725 1.733 -3.151  0.00
C25 0.392 2.090 -2.839  -0.07
C26 1.220 1.029 -3.199  0.02
C27 2.047 1.116 -4.314  0.01
C28 2.046 2.269 -5.080  0.00
C29 1.211 3.328 -4.740  0.00
C30 0.384 3.239 -3.631  0.00
H1 -2.196 6.779 -1.707  0.00
H2 -4.462 7.535 -1.076  0.00
H3 -4.162 5.835 2.651  0.00
H4 -1.857 5.049 2.206  0.00
H5 -0.910 3.356 3.448  0.00
H6 -0.299 5.024 5.158  0.00
H7 2.008 5.900 5.267  0.00
H8 3.711 5.100 3.663  0.00
H9 3.102 3.435 1.946  0.00
H10 -2.383 2.120 1.175  -0.03
H11 -4.081 0.812 2.425  0.00
H12 -3.362 -0.901 4.060  0.00
H13 -0.953 -1.324 4.428  0.00
H14 0.735 -0.023 3.173  -0.02
H15 -2.870 3.539 -0.292  0.00
H16 -5.163 3.921 -1.107  0.00
H17 -5.901 2.902 -3.242  0.00
H18 -4.328 1.515 -4.552  0.00
H19 -2.036 1.140 -3.741  0.00
H20 1.206 0.113 -2.619  0.03
H21 2.679 0.280 -4.587  0.00
H22 2.685 2.342 -5.951  0.00
H23 1.202 4.225 -5.347  0.00
H24 -0.269 4.063 -3.375  0.00
S1 1.967 -7.362 -0.058  0.00
N2 0.542 -6.669 0.221  0.00
C31 0.722 -5.364 0.114  0.00
C32 -0.302 -4.353 0.278  0.00
C33 -1.639 -4.644 0.564  0.01
C34 -2.532 -3.607 0.701  0.00
C35 -2.076 -2.303 0.549  0.01
N3 -0.810 -2.014 0.273  0.08
C36 0.078 -3.018 0.137  -0.05
C37 1.466 -2.651 -0.164  0.00
N4 1.742 -1.337 -0.267  0.06
C38 2.984 -0.953 -0.539  0.03
C39 4.022 -1.857 -0.725  0.01
C40 3.757 -3.204 -0.620  0.01
C41 2.456 -3.620 -0.332  0.00
C42 2.065 -5.008 -0.188  0.00
N5 2.867 -6.052 -0.304  0.00
H25 -1.947 -5.676 0.672  0.00
H26 -3.575 -3.789 0.920  0.00
H27 -2.746 -1.459 0.655  -0.01
H28 3.149 0.116 -0.605  0.00
H29 5.016 -1.496 -0.946  0.00
H30 4.535 -3.946 -0.752  0.00



Entry 2:
The following is a quantum chemistry calculation of a structure of composition C42H31FeN9O4S, from the OMol25 dataset.

## Properties
E_HOMO (spin up / spin down) in eV: -7.22 / -7.22
Kohn-Sham gap (spin up / spin down) in eV: 6.74 / 6.75
Lowest unoccupied orbital energy (spin up / spin down) in Eh: -0.0174 / -0.0175

Last column: Mulliken charge in e.
Positions of all 88 atoms, in Å:
Fe1 1.020 -0.115 0.046  0.41
C1 1.918 3.751 -1.819  -0.55
C2 1.727 2.403 -1.557  -0.80
N1 1.200 1.997 -0.407  0.98
C3 0.857 2.928 0.476  0.04
C4 1.088 4.274 0.209  -0.56
N2 1.616 4.693 -0.932  -0.66
C5 0.203 2.442 1.709  0.65
C6 -0.580 3.280 2.491  -1.09
C7 -1.280 2.745 3.560  0.58
C8 -1.147 1.385 3.803  -0.33
C9 -0.320 0.623 2.990  -0.62
N3 0.343 1.142 1.957  -0.19
C10 -0.164 -0.830 3.251  0.88
C11 -1.259 -1.623 3.592  -0.38
N4 -1.140 -2.918 3.850  -0.56
C12 0.084 -3.426 3.759  -0.53
C13 1.173 -2.645 3.403  -0.21
N5 1.055 -1.349 3.146  -0.48
C14 -2.157 3.590 4.402  0.23
C15 -3.407 3.141 4.813  -0.61
C16 -4.191 3.971 5.598  -0.36
N6 -3.816 5.185 5.994  -0.63
C17 -2.619 5.609 5.598  -0.37
C18 -1.762 4.860 4.807  -0.51
H1 2.332 4.072 -2.767  0.45
H2 1.981 1.623 -2.262  0.51
H3 0.850 5.037 0.939  0.43
H4 -0.711 4.319 2.230  0.65
H5 -1.651 0.934 4.646  0.87
H6 -2.261 -1.211 3.622  0.49
H7 0.201 -4.483 3.969  0.39
H8 2.162 -3.080 3.313  0.47
H9 -3.778 2.173 4.503  0.50
H10 -5.173 3.645 5.921  0.37
H11 -2.327 6.598 5.932  0.37
H12 -0.792 5.255 4.531  0.46
O1 -1.505 1.951 -0.346  -0.64
S1 -2.085 0.636 -0.482  1.04
O2 -3.359 0.411 0.155  -0.79
N7 -0.976 -0.426 0.008  0.80
C19 -1.321 -1.761 0.218  0.15
C20 -2.572 -2.328 0.372  -0.40
C21 -2.724 -3.718 0.555  -0.99
C22 -1.660 -4.570 0.595  -1.18
C23 -0.359 -4.032 0.476  1.10
C24 0.809 -4.822 0.487  -0.82
C25 2.031 -4.228 0.362  -1.18
C26 2.097 -2.829 0.264  -0.45
N8 1.031 -2.065 0.264  1.54
C27 -0.201 -2.641 0.326  -0.35
C28 -2.302 0.359 -2.216  0.13
C29 -3.223 -0.576 -2.662  -0.25
C30 -3.332 -0.824 -4.023  -0.74
C31 -2.535 -0.132 -4.922  -0.58
C32 -1.625 0.814 -4.467  -0.52
C33 -1.504 1.060 -3.111  -0.32
H13 -3.451 -1.706 0.348  0.76
H14 -3.729 -4.109 0.661  0.39
H15 -1.790 -5.638 0.715  0.44
H16 0.718 -5.898 0.582  0.46
H17 2.944 -4.807 0.342  0.45
H18 3.051 -2.328 0.182  0.25
H19 -3.853 -1.092 -1.951  0.42
H20 -4.045 -1.555 -4.380  0.43
H21 -2.621 -0.329 -5.984  0.40
H22 -1.003 1.352 -5.172  0.40
H23 -0.805 1.794 -2.734  0.37
O3 0.354 -2.198 -2.400  -0.59
C34 1.151 -1.306 -2.657  0.06
O4 1.586 -0.399 -1.847  -0.33
C35 1.813 -1.280 -4.021  0.26
C36 2.860 -0.414 -4.314  -0.12
C37 3.435 -0.406 -5.578  -0.77
C38 2.962 -1.266 -6.560  -0.44
C39 1.921 -2.139 -6.270  -0.68
C40 1.353 -2.148 -5.005  -0.33
H24 3.224 0.248 -3.539  0.31
H25 4.252 0.271 -5.799  0.40
H26 3.406 -1.259 -7.547  0.39
H27 1.552 -2.813 -7.033  0.41
H28 0.540 -2.816 -4.752  0.46
C41 5.524 0.379 0.628  -1.56
C42 4.080 0.225 0.524  0.95
N9 2.947 0.108 0.442  -0.01
H29 5.876 -0.044 1.566  0.34
H30 5.783 1.436 0.590  0.37
H31 6.003 -0.136 -0.203  0.31



Entry 3:
The following is a quantum chemistry calculation of a cluster of 2 separate species, C42H32O2 in total, from the OMol25 dataset.

## Properties
E_HOMO in eV: -5.59
Kohn-Sham gap in eV: 2.63
Lowest unoccupied orbital energy in Eh: -0.1087

Last column: Mulliken charge in e.
Positions of all 76 atoms, in Å:
C1 -5.228 0.021 -2.475  -0.59
C2 -4.371 0.760 -1.647  -0.46
C3 -3.130 0.251 -1.250  -0.62
C4 -2.737 -1.051 -1.659  0.30
C5 -1.628 -1.787 -1.099  0.08
C6 -0.344 -1.176 -0.698  -0.18
C7 0.893 -1.811 -1.282  0.48
C8 0.813 -2.655 -2.406  -0.16
C9 1.923 -3.384 -2.829  -0.72
C10 3.150 -3.247 -2.164  -0.63
C11 3.278 -2.311 -1.129  -0.67
C12 2.157 -1.599 -0.713  0.70
O1 -0.270 -0.235 0.102  -0.77
C13 -1.751 -3.222 -0.795  0.68
C14 -3.087 -3.915 -0.989  0.06
C15 -4.201 -3.446 -0.304  0.01
C16 -5.414 -4.124 -0.395  -0.73
C17 -5.514 -5.270 -1.200  -0.40
C18 -4.385 -5.738 -1.889  -0.64
C19 -3.170 -5.055 -1.788  -0.32
O2 -0.828 -3.903 -0.331  -0.77
C20 -3.516 -1.663 -2.684  -0.07
C21 -4.767 -1.181 -3.035  -0.73
H1 -6.230 0.390 -2.717  0.36
H2 -4.684 1.744 -1.296  0.37
H3 -2.470 0.810 -0.584  0.45
H4 -0.139 -2.748 -2.932  0.41
H5 1.811 -4.097 -3.645  0.39
H6 4.001 -3.867 -2.448  0.37
H7 4.239 -2.161 -0.634  0.41
H8 2.240 -0.866 0.075  -0.46
H9 -4.108 -2.511 0.250  0.41
H10 -6.283 -3.748 0.147  0.37
H11 -6.473 -5.801 -1.281  0.37
H12 -4.452 -6.629 -2.519  0.36
H13 -2.290 -5.374 -2.346  0.43
H14 -3.114 -2.557 -3.166  0.50
H15 -5.390 -1.752 -3.727  0.38
C22 -0.080 4.826 5.375  -0.40
C23 0.075 5.265 4.056  -0.68
C24 0.595 4.418 3.079  -0.34
C25 1.036 3.121 3.420  0.00
C26 1.605 2.219 2.416  0.31
C27 1.160 2.275 1.066  -0.55
C28 1.899 1.899 -0.036  0.05
C29 1.828 2.506 -1.340  0.61
C30 2.738 2.103 -2.356  -0.31
C31 2.772 2.746 -3.590  -0.70
C32 1.868 3.785 -3.867  -0.38
C33 0.997 4.231 -2.862  -0.74
C34 0.973 3.608 -1.611  -0.31
C35 2.674 1.317 2.824  0.20
C36 2.774 0.022 2.281  -0.49
C37 3.862 -0.799 2.559  -0.82
C38 4.799 -0.411 3.532  -0.53
C39 4.684 0.851 4.135  -0.72
C40 3.642 1.706 3.787  -0.53
C41 0.911 2.701 4.772  -0.23
C42 0.319 3.530 5.721  -0.72
H16 -0.500 5.481 6.135  0.39
H17 -0.195 6.283 3.780  0.39
H18 0.732 4.747 2.047  0.44
H19 0.170 2.713 0.894  1.00
H20 2.678 1.146 0.087  0.26
H21 3.435 1.286 -2.133  0.34
H22 3.482 2.422 -4.357  0.37
H23 1.865 4.266 -4.847  0.38
H24 0.314 5.057 -3.059  0.39
H25 0.318 3.984 -0.828  0.30
H26 1.938 -0.333 1.680  1.52
H27 3.988 -1.735 2.013  0.43
H28 5.638 -1.064 3.792  0.40
H29 5.424 1.188 4.866  0.39
H30 3.576 2.689 4.255  0.50
H31 1.279 1.709 5.056  0.45
H32 0.201 3.153 6.737  0.39